This record from the Open Molecules 2025 dataset describes an isolated molecule of C5H8ClNO3S in a non-equilibrium geometry. The level of theory is ωB97M-V/def2-TZVPD.

Results
orbital gap = 0.3380 Eh
2S+1 = 1
molecular weight = 197.6 g mol⁻¹
SMILES = CC1=C[C@@](C)(S(=O)(=O)Cl)NO1

Atoms and positions in Å:
C -0.9024 -0.9277 -2.7520
C -0.6771 -0.6500 -1.2571
C 0.4723 -0.5830 -0.5883
C 0.1929 -0.0764 0.8033
C 0.9192 -0.6062 2.0268
S 0.7184 1.7777 0.6172
O 0.1903 2.6108 -0.4227
O 2.1336 1.7057 0.7438
Cl -0.0840 2.7513 2.3051
N -1.2532 -0.2326 0.9119
O -1.7454 -0.3919 -0.4829
H 0.0987 -1.2667 -3.0339
H -1.1907 -0.0868 -3.3670
H -1.6587 -1.7765 -3.0842
H 1.4538 -0.6119 -0.8529
H 0.4006 -0.0217 2.9489
H 2.0105 -0.4421 2.2078
H 0.6879 -1.7294 1.9599
H -1.7666 0.5574 1.3162

Forces on the atoms, in the same order (eV/Å):
-0.41 -2.08 0.31
-0.60 -0.06 -0.93
-1.71 0.46 1.87
-0.91 0.58 -0.97
-1.19 -0.01 2.16
0.11 1.09 0.04
-0.42 -0.93 -0.21
0.75 0.04 0.27
0.06 -0.46 0.17
0.52 -0.43 -1.12
-0.41 0.46 1.01
-0.25 0.06 -0.52
0.09 0.56 0.34
1.47 1.58 1.39
2.34 -0.44 -1.32
1.03 -1.92 -1.82
-0.98 0.01 -1.00
0.28 1.65 0.76
0.23 -0.16 -0.41

---

This record from the Open Molecules 2025 dataset describes a cluster of 4 separate species, C25H30ClF3O3P in total. The level of theory is ωB97M-V/def2-TZVPD.

Results
total charge = -1
orbital gap = 0.1714 Eh
2S+1 = 1
molecular weight = 501.9 g mol⁻¹

Atoms and positions in Å:
C 2.9387 4.4542 -0.6500
C 2.9128 3.0380 -0.1193
O 2.4212 3.0816 1.2296
P 2.0762 1.7480 2.0656
O 0.6326 1.4537 2.1016
C 3.1117 0.4310 1.4502
C 4.6316 0.4186 1.8255
C 5.6781 0.4940 0.7241
Cl 5.0880 -0.6211 -0.6857
O 2.6513 2.1402 3.5123
C 3.0536 3.4496 3.9052
C 4.4978 3.7404 3.5566
H 3.7054 5.0507 -0.1524
H 1.9717 4.9326 -0.4844
H 3.1415 4.4463 -1.7222
H 3.9067 2.5857 -0.1255
H 2.2599 2.4073 -0.7283
H 3.0050 0.4153 0.3630
H 2.6031 -0.4707 1.8076
H 4.7847 -0.4571 2.4661
H 4.8598 1.2881 2.4548
H 5.5756 1.4774 0.2404
H 2.3884 4.1936 3.4621
H 2.9101 3.4797 4.9875
H 4.7396 4.7695 3.8347
H 4.6737 3.6278 2.4866
H 5.1743 3.0656 4.0829
F 2.0481 -0.0874 -1.7949
C 1.3582 -1.2239 -1.5854
C 0.0835 -1.3008 -2.1105
C -0.6553 -2.4545 -1.8995
C -0.1170 -3.5090 -1.1767
C 1.1646 -3.3944 -0.6529
C 1.9229 -2.2462 -0.8434
H -0.3163 -0.4581 -2.6572
H -1.6600 -2.5237 -2.2971
H -0.7212 -4.3898 -1.0088
H 1.5804 -4.2032 -0.0647
H 2.9158 -2.1338 -0.4235
F -2.7968 -0.2478 -1.7708
C -3.2859 1.0044 -1.8737
C -3.1564 1.8475 -0.7875
C -3.6529 3.1379 -0.9008
C -4.2623 3.5599 -2.0755
C -4.3724 2.6877 -3.1495
C -3.8787 1.3933 -3.0580
H -2.6623 1.4968 0.1089
H -3.5525 3.8181 -0.0652
H -4.6438 4.5691 -2.1559
H -4.8417 3.0142 -4.0687
H -3.9438 0.6947 -3.8809
F -2.5386 -5.6620 -1.4924
C -3.6933 -5.4869 -0.8162
C -4.3778 -6.5989 -0.3695
C -5.5624 -6.4029 0.3273
C -6.0356 -5.1199 0.5648
C -5.3196 -4.0225 0.1050
C -4.1338 -4.1970 -0.5938
H -3.9848 -7.5866 -0.5672
H -6.1146 -7.2607 0.6891
H -6.9576 -4.9749 1.1118
H -5.6800 -3.0197 0.2939
H -3.5492 -3.3590 -0.9494

Forces on the atoms, in the same order (eV/Å):
-0.06 0.00 0.04
-0.08 -0.06 -0.07
0.16 0.04 0.09
0.03 0.15 -0.07
0.01 -0.01 -0.07
-0.02 -0.12 0.23
-0.03 0.16 -0.07
-0.04 0.14 0.18
0.18 -0.13 -0.05
0.02 -0.10 -0.05
-0.09 0.08 0.08
0.06 0.02 -0.04
-0.01 -0.03 0.01
0.00 -0.02 -0.03
0.06 0.00 0.02
-0.02 0.00 -0.03
-0.04 0.04 0.02
-0.06 -0.02 0.02
0.05 -0.01 -0.06
0.03 -0.02 -0.07
-0.03 -0.14 0.04
0.00 -0.03 -0.06
0.03 -0.02 -0.04
0.01 0.02 -0.02
0.01 -0.02 0.04
-0.04 0.01 0.02
-0.03 0.01 -0.01
-0.02 0.01 -0.03
-0.08 0.02 0.06
0.01 -0.01 -0.03
0.02 -0.03 -0.03
-0.08 0.10 0.02
0.01 -0.03 0.09
-0.05 -0.03 -0.01
0.00 0.00 -0.01
0.01 0.00 -0.02
0.17 -0.04 0.02
0.01 -0.01 -0.02
-0.02 0.07 -0.11
-0.12 -0.04 -0.06
0.07 0.04 0.09
0.01 0.01 -0.02
0.00 0.00 0.01
0.01 -0.02 0.00
-0.01 0.00 -0.01
-0.02 0.01 0.02
0.03 0.01 0.00
0.00 -0.01 0.00
0.00 0.00 0.00
0.00 0.00 0.00
0.00 0.00 0.00
-0.10 -0.12 -0.03
0.04 0.09 0.00
-0.03 0.02 -0.01
0.00 -0.01 0.00
0.01 0.00 -0.01
0.00 0.01 0.00
-0.01 -0.02 0.03
0.01 0.00 0.00
0.00 0.00 0.00
0.00 0.00 0.00
0.00 0.00 0.00
0.00 0.00 0.00

---

We obtain HOMO values of -9.13; -2.34 eV for the records listed above, in that order.
We obtain energy relative to the best compared isomer or geometry (same formula, charge and spin) values of 29.10; 0.00 kcal per mole for the records listed above, in that order.